Record 1
Formula: C3H4N2
Source: the Open Molecules 2025 dataset
Level of theory: ωB97M-V/def2-TZVPD

CARTESIAN COORDINATES (ANGSTROEM)
H1 0.66 1.29 -0.53
H2 -1.18 -1.40 -0.40
C1 0.42 0.03 -0.02
N1 -0.50 0.18 1.03
C2 1.82 -0.39 -0.16
H3 -1.63 0.33 -0.82
C3 -0.95 -0.34 -0.30
N2 1.75 0.86 -0.53
H4 -0.39 -0.55 1.73

Computed properties:
LUMO energy: 0.9 eV
HOMO energy: -9.3 eV
Total charge: 0
Kohn-Sham gap: 10.20 eV
Spin multiplicity: 1
Energy above the lowest of the compared OMol25 structures with the same formula, charge and spin: 596.77 kJ/mol

---

Record 2
Formula: C22H41BiN8O2PS
Source: the Open Molecules 2025 dataset
Level of theory: ωB97M-V/def2-TZVPD

CARTESIAN COORDINATES (ANGSTROEM)
N1 0.48 2.76 4.40
H1 -4.38 2.59 -2.78
H2 -4.74 -0.43 -3.31
C1 5.30 -2.17 3.30
C2 1.58 -2.85 -4.43
H3 1.18 -4.09 -7.54
H4 -0.94 4.84 2.26
C3 -3.36 0.43 -4.75
N2 0.17 -1.96 0.60
C4 -0.79 2.11 4.76
C5 0.35 -2.21 -4.29
H5 -1.59 -2.86 1.02
H6 -0.92 -0.01 3.27
O1 0.84 -1.58 -2.07
H7 2.06 -1.45 4.00
C6 0.23 4.03 3.84
N3 -0.67 3.90 2.58
H8 -3.69 1.46 -4.64
H9 5.39 -3.18 2.92
C7 -0.58 -2.23 -5.34
H10 3.96 -1.06 -0.12
C8 1.35 1.92 3.61
C9 -0.28 -2.91 -6.51
H11 -0.63 3.16 0.63
C10 1.87 -3.53 -5.60
C11 3.51 -1.23 1.97
N4 3.93 -1.70 3.13
H12 -1.30 2.78 5.44
H13 2.31 2.41 3.44
H14 -1.52 -2.06 -0.43
N5 -1.10 -0.81 -3.05
C12 -1.73 -0.06 -2.18
H15 -3.91 0.03 -5.59
H16 5.13 -0.29 0.93
S1 -0.97 0.93 -0.88
Bi1 1.26 -0.19 -0.46
H17 -4.43 3.00 -1.09
P1 0.51 1.50 2.03
C13 -3.84 0.97 -1.40
H18 5.98 -1.50 2.78
H19 -1.01 -2.96 -7.31
H20 -2.87 2.85 -1.91
H21 2.81 -4.03 -5.72
H22 5.12 -2.04 0.74
H23 0.92 3.75 1.21
H24 -4.83 0.49 -1.37
C14 -3.88 2.43 -1.82
C15 3.04 -1.82 4.27
C16 -3.67 -0.40 -3.51
N6 -3.03 0.11 -2.29
C17 0.03 -1.49 -3.07
C18 0.94 -3.56 -6.63
H25 -1.55 -1.74 -5.24
O2 2.32 -0.87 1.77
H26 -3.43 0.86 -0.40
H27 -0.58 1.17 5.27
H28 0.46 -1.87 1.57
H29 -2.30 0.40 -4.98
H30 -3.35 -1.44 -3.62
C19 -1.10 0.91 2.71
H31 5.56 -2.15 4.35
H32 1.55 0.98 4.16
H33 1.14 4.52 3.51
H34 -2.44 3.82 3.70
H35 -0.38 4.64 4.49
H36 3.42 -1.26 5.11
C20 4.48 -1.16 0.82
C21 -1.97 3.14 2.99
H37 -1.79 0.65 1.90
H38 2.94 -2.89 4.54
H39 -2.56 3.03 2.08
N7 -1.67 1.90 3.62
H40 0.61 -2.77 0.18
H41 2.30 -2.84 -3.63
N8 -1.26 -2.02 0.55
C22 0.03 3.18 1.49

Computed properties:
LUMO energy: -8.5 eV
HOMO energy: -15.9 eV
Total charge: +3
Kohn-Sham gap: 7.39 eV
Spin multiplicity: 1
Energy above the lowest of the compared OMol25 structures with the same formula, charge and spin: 0.00 kJ/mol

---

Record 3
Formula: C6H11N5OS
Source: the Open Molecules 2025 dataset
Level of theory: ωB97M-V/def2-TZVPD

CARTESIAN COORDINATES (ANGSTROEM)
H1 1.46 -1.01 -0.37
C1 0.14 -0.83 -2.11
H2 -1.87 0.07 -1.53
H3 3.57 -1.22 -2.04
H4 2.39 -1.25 -3.35
C2 -0.82 0.04 -1.23
C3 2.55 -1.45 -2.28
N1 -0.37 1.41 -1.17
C4 -2.26 0.68 3.75
C5 -0.94 0.98 1.58
H5 -0.17 -1.85 -2.24
H6 -0.73 -0.48 -0.26
H7 2.52 -2.57 -2.25
N2 -1.20 0.94 2.82
H8 -1.67 0.97 0.80
N3 -1.73 0.64 4.95
S1 -3.93 0.68 3.33
H9 0.15 -0.24 -3.04
O1 -0.01 1.81 -2.39
N4 -0.06 1.13 3.61
N5 -0.42 0.82 4.83
H10 1.81 0.30 -1.27
C6 1.50 -0.77 -1.45
H11 0.08 1.20 1.31

Computed properties:
LUMO energy (alpha / beta): 5.5 / 5.5 eV
HOMO energy (alpha / beta): 0.6 / -0.1 eV
Total charge: -2
Kohn-Sham gap (alpha / beta): 4.91 / 5.64 eV
Spin multiplicity: 3

---

Record 4
Formula: C18H40N2O12P2S
Source: the Open Molecules 2025 dataset
Level of theory: ωB97M-V/def2-TZVPD

CARTESIAN COORDINATES (ANGSTROEM)
C1 8.35 -3.43 -2.08
C2 2.81 -2.51 1.36
O1 5.90 -1.62 1.51
H1 -2.89 2.58 1.34
H2 7.93 -1.75 2.03
O2 -5.16 2.02 0.03
H3 7.51 -4.10 -2.27
H4 -7.81 2.96 3.77
H5 1.80 -2.88 1.56
H6 8.56 -3.78 0.04
H7 -8.11 2.17 2.22
H8 -2.17 1.24 2.24
H9 -2.55 2.22 -3.55
O3 0.24 -0.87 -1.60
C3 -7.21 0.31 0.07
O4 -6.45 0.46 1.27
O5 -4.19 1.13 2.06
H10 -2.72 -0.68 -3.38
H11 0.00 2.42 -1.00
H12 -7.33 1.25 -0.46
H13 -1.72 0.57 -1.54
C4 -6.54 -0.73 -0.80
C5 7.09 -1.06 2.10
H14 8.23 -2.58 -2.76
H15 3.42 -2.65 2.26
H16 -7.07 -0.87 -1.74
C6 -3.06 2.75 3.49
H17 -3.28 2.10 4.34
H18 9.28 -3.94 -2.34
C7 0.08 0.13 -2.64
C8 1.41 0.86 -3.01
P1 6.02 -3.03 0.63
H19 2.76 -3.14 -0.69
C9 -7.60 2.06 3.17
C10 -8.07 0.83 3.91
C11 -1.12 1.07 -2.33
H20 2.76 -1.43 1.18
H21 2.20 0.76 -2.25
H22 7.61 0.12 0.37
C12 8.37 -2.95 -0.65
C13 -3.02 1.93 2.21
C14 0.59 -0.31 -0.46
H23 -7.53 0.73 4.86
O6 7.14 -2.29 -0.34
C15 -0.72 2.49 -1.84
H24 -1.55 1.07 -4.54
H25 -8.22 -0.03 0.35
O7 -0.19 3.22 -2.97
H26 -6.49 -1.69 -0.28
N1 0.73 0.06 0.60
H27 3.56 -4.29 0.39
O8 -6.17 1.98 3.01
O9 6.25 -4.44 0.17
H28 -9.14 0.88 4.11
H29 -0.22 -0.45 -3.54
O10 2.24 3.39 -2.63
S1 1.27 2.64 -3.38
H30 8.26 0.74 1.90
C16 -2.09 1.23 -3.59
H31 -5.51 -0.44 -1.02
H32 -1.62 3.00 -1.47
H33 -2.11 3.25 3.65
H34 9.17 -2.22 -0.51
N2 -3.18 0.22 -3.52
H35 -3.85 3.50 3.44
H36 6.88 -0.90 3.16
O11 4.66 -2.64 -0.20
H37 -7.87 -0.07 3.34
P2 -5.55 1.83 1.47
H38 6.53 0.93 1.50
O12 1.53 2.80 -4.78
C17 7.39 0.26 1.43
H39 1.82 0.39 -3.92
C18 3.42 -3.23 0.18
H40 -3.69 0.41 -2.66

Computed properties:
SMILES: N#CO[C@@H]1CS(=O)(=O)OC[C@H]1CN.CCOP(=O)(OCC)OCC.CCOP(=O)(OCC)OCC
LUMO energy: -0.8 eV
HOMO energy: -10.0 eV
Total charge: 0
Kohn-Sham gap: 9.16 eV
Spin multiplicity: 1

---

Record 5
Formula: C47H43N2O5P2SYb
Source: the Open Molecules 2025 dataset
Level of theory: ωB97M-V/def2-TZVPD

CARTESIAN COORDINATES (ANGSTROEM)
C1 -0.97 1.29 -2.66
H1 0.94 -2.16 3.83
O1 -2.82 -2.57 -4.15
H2 -4.14 0.85 0.72
C2 3.06 -1.40 -6.66
C3 2.98 1.08 3.31
C4 -0.77 1.95 -0.55
C5 3.32 0.20 4.33
C6 -3.89 -0.70 4.31
C7 -3.65 -1.16 1.26
C8 1.89 3.49 1.58
O2 1.35 -2.01 -0.59
C9 -2.51 -0.50 4.08
C10 1.89 0.81 2.48
C11 1.89 2.18 -3.93
H3 -0.68 0.03 5.06
H4 3.21 -3.30 -7.66
H5 0.83 -5.20 -0.06
H6 0.40 -0.66 1.98
H7 -5.50 -0.71 5.71
C12 2.03 0.97 -3.24
H8 -4.53 -0.99 3.49
C13 1.59 -1.29 -4.74
H9 4.85 3.66 -3.14
C14 -0.66 0.38 -3.83
H10 -6.50 0.35 0.18
H11 1.48 5.58 4.23
H12 1.65 -4.41 -6.10
C15 4.20 1.73 -2.46
S1 -2.36 -2.48 -2.78
H13 -3.48 -3.26 1.69
C16 -4.52 -0.16 0.83
H14 -1.39 4.04 -0.91
C17 2.21 6.17 2.30
H15 1.19 3.22 3.59
O3 -2.75 -3.58 -1.91
C18 2.90 3.14 -3.89
C19 -2.30 0.04 6.45
C20 -1.19 3.05 -1.29
O4 -0.84 -2.46 -2.72
C21 -3.66 -0.17 6.65
C22 1.19 -0.38 2.67
C23 3.19 0.78 -2.49
H16 -0.60 2.86 1.37
H17 3.57 -3.04 -0.48
P1 1.55 1.78 0.96
H18 3.77 -0.91 -7.33
H19 0.01 -4.33 -1.38
C24 -4.44 -0.54 5.57
N1 2.81 -3.70 -0.40
C25 2.59 -0.96 4.54
C26 -1.32 2.62 -2.63
H20 -0.78 1.09 1.42
H21 -0.36 -3.76 1.56
C27 -0.33 1.93 0.88
H22 3.28 -0.14 -1.92
H23 -4.09 -0.04 7.64
H24 -1.44 -0.35 -4.01
H25 -0.74 -0.46 2.93
C28 2.38 4.41 0.67
H26 -5.84 -3.77 1.12
H27 -1.55 -4.32 0.41
H28 3.56 1.98 3.16
C29 1.74 5.25 3.23
C30 -2.24 -0.89 1.54
H29 -0.48 0.92 -4.75
H30 5.09 1.55 -1.86
C31 0.43 -4.22 -0.38
P2 0.87 -0.49 -3.21
H31 -1.63 3.22 -3.47
C32 1.52 -1.25 3.70
C33 4.06 2.91 -3.16
H32 2.77 0.35 -5.49
C34 1.54 -3.22 -0.47
C35 -0.70 -3.64 0.52
H33 0.60 -3.12 -4.26
C36 2.49 -0.69 -5.62
C37 -1.75 -0.13 5.20
H34 4.18 0.42 4.96
C38 1.30 -2.65 -4.94
H35 2.63 4.08 -0.33
H36 2.85 -1.64 5.34
C39 1.87 -3.36 -5.98
C40 1.58 3.92 2.87
C41 2.76 -2.74 -6.85
H37 2.91 6.46 0.29
N2 -0.62 0.86 -1.39
C42 -5.47 -2.75 1.04
O5 -2.79 -1.20 -2.12
C43 -1.81 -0.63 2.79
H38 2.32 7.22 2.57
H39 2.78 4.06 -4.44
H40 1.00 2.39 -4.50
H41 -7.35 -1.97 0.36
Yb1 -1.15 -1.50 -0.75
H42 3.00 -4.67 -0.28
H43 -1.67 0.33 7.29
C44 -4.15 -2.47 1.36
C45 2.54 5.75 1.02
C46 -5.84 -0.45 0.52
C47 -6.33 -1.74 0.62

Computed properties:
LUMO energy (alpha / beta): 4.1 / 4.1 eV
HOMO energy (alpha / beta): -1.9 / -1.9 eV
Total charge: -2
Kohn-Sham gap (alpha / beta): 6.03 / 6.03 eV
Spin multiplicity: 2
Energy above the lowest of the compared OMol25 structures with the same formula, charge and spin: 64.55 kJ/mol